ORCA calculation (ωB97M-V/def2-TZVPD) on a 13-piece molecular cluster, C29H89N5O14 overall.

The HOMO energy comes out at -9.22 eV. The value obtained for the molar mass is 732.052 g/mol. The value obtained for the total energy is -67623.11074 eV.

Element x y z (Å)
1 C 3.30528 7.13138 -17.24508
2 O 3.09082 8.35366 -17.85443
3 H 2.40988 6.51634 -17.33512
4 H 4.22633 6.61473 -17.51494
5 H 3.43523 7.31798 -16.17906
6 H 2.30768 8.72714 -17.44358
7 C 8.35002 5.22434 -15.68231
8 O 7.98773 5.22233 -14.34561
9 H 7.82288 5.99160 -16.24937
10 H 9.41331 5.39776 -15.84798
11 H 8.20337 4.24834 -16.14492
12 H 8.03043 4.34519 -13.95781
13 C 11.14947 4.35923 -18.42771
14 O 10.98015 3.05202 -18.83538
15 H 11.80317 4.40110 -17.55649
16 H 11.58079 4.81703 -19.31792
17 H 10.18202 4.75015 -18.11254
18 H 11.78128 2.53190 -18.73914
19 C 11.41541 9.99893 -13.43211
20 O 11.18477 10.15596 -14.78568
21 H 10.78876 9.20188 -13.03194
22 H 12.45665 9.71530 -13.27882
23 H 11.34005 10.90602 -12.83244
24 H 11.92575 10.66099 -15.12847
25 C 9.82622 12.65376 -18.37576
26 O 8.73416 13.13572 -17.63732
27 H 10.50744 12.25894 -17.62200
28 H 9.56416 11.89717 -19.11535
29 H 10.35443 13.48582 -18.84137
30 H 8.81272 14.06412 -17.40602
31 C 8.34689 5.13608 -20.14613
32 O 7.57259 5.81287 -21.00381
33 H 7.95042 5.24609 -19.13677
34 H 8.50320 4.08671 -20.39616
35 H 9.34024 5.57372 -20.04696
36 H 7.05637 6.35991 -20.40727
37 C 12.03073 7.05561 -15.73799
38 O 13.16681 6.23692 -16.02216
39 H 11.12557 6.49325 -15.50879
40 H 12.34576 7.72722 -14.93937
41 H 11.72431 7.69188 -16.56828
42 H 13.16463 5.48597 -15.42410
43 C 4.52346 7.68630 -21.34053
44 C 5.72137 8.34784 -20.64798
45 C 5.40271 9.81150 -20.12773
46 O 5.24108 10.74724 -21.15569
47 C 5.48435 12.02994 -20.70435
48 N 5.98647 7.50407 -19.50710
49 H 4.52625 7.88288 -22.41265
50 H 3.55114 7.80797 -20.86314
51 H 4.63203 6.60197 -21.31727
52 H 6.50901 8.40216 -21.39950
53 H 6.27389 10.15407 -19.56938
54 H 4.56240 9.88789 -19.43770
55 H 4.84541 12.26826 -19.85401
56 H 5.27711 12.70595 -21.53391
57 H 6.53476 12.15147 -20.43986
58 H 5.09089 7.49432 -19.04025
59 H 6.71584 7.95025 -18.96948
60 C 15.09393 7.17076 -19.47115
61 C 14.45719 8.49371 -19.17500
62 C 13.00551 8.62957 -19.64559
63 O 12.89779 8.58924 -21.01768
64 C 11.52442 8.42404 -21.49679
65 N 14.46568 8.68974 -17.69456
66 H 16.17235 7.04832 -19.37054
67 H 14.88713 6.85025 -20.49223
68 H 14.64690 6.52627 -18.71424
69 H 15.02571 9.28835 -19.65814
70 H 12.69058 9.64318 -19.39759
71 H 12.39393 7.86008 -19.17448
72 H 10.87633 9.19870 -21.08695
73 H 11.13249 7.42713 -21.29516
74 H 11.58833 8.53776 -22.57896
75 H 15.42225 8.61579 -17.37896
76 H 13.94904 7.88665 -17.36557
77 C 7.59476 8.18681 -11.93679
78 C 8.25857 7.93550 -10.56205
79 C 9.75270 8.10434 -10.53453
80 O 10.34373 7.83724 -9.22956
81 C 11.69619 7.44408 -9.35918
82 N 7.65350 8.93545 -9.64883
83 H 6.51047 8.27206 -11.86501
84 H 7.77797 7.40708 -12.67608
85 H 7.76947 9.18020 -12.35002
86 H 8.05063 6.89519 -10.31183
87 H 10.01941 9.02980 -11.04491
88 H 10.19571 7.43102 -11.26835
89 H 12.03245 7.34256 -8.32733
90 H 12.23062 8.28551 -9.80019
91 H 11.81278 6.49752 -9.88692
92 H 7.90076 9.87380 -9.92896
93 H 8.27801 8.70686 -8.88868
94 C 3.84497 16.22938 -12.70394
95 C 3.26326 16.23393 -14.13537
96 C 3.59353 14.97329 -14.88972
97 O 5.02409 14.93401 -15.13246
98 C 5.64152 13.84204 -15.78243
99 N 1.82395 16.51979 -14.09743
100 H 3.57971 17.08310 -12.08032
101 H 4.92851 16.11144 -12.71609
102 H 3.54729 15.33964 -12.14910
103 H 3.68649 17.04637 -14.72606
104 H 3.08444 14.87558 -15.84857
105 H 3.25805 14.07338 -14.37423
106 H 6.57059 14.12148 -16.27925
107 H 4.96705 13.61672 -16.60852
108 H 5.67670 12.97315 -15.12524
109 H 1.55910 16.71361 -15.05262
110 H 1.65287 17.37249 -13.58389
111 C 6.29310 8.26716 -15.63208
112 C 7.01190 9.62780 -15.80224
113 C 8.37095 9.43858 -16.50926
114 O 8.15582 8.86909 -17.80481
115 C 9.35797 8.62259 -18.52938
116 N 6.15974 10.45526 -16.59205
117 H 5.89490 7.83283 -16.54908
118 H 5.46436 8.52410 -14.97233
119 H 6.97021 7.55308 -15.16334
120 H 7.16096 10.08512 -14.82412
121 H 8.95273 8.70689 -15.94868
122 H 8.91421 10.37835 -16.60838
123 H 10.06777 9.44922 -18.49821
124 H 9.07712 8.48385 -19.57340
125 H 9.78367 7.67025 -18.21329
126 H 6.64936 11.27309 -16.92602
127 H 6.09544 9.89773 -17.43177
128 C 3.85700 10.68245 -14.00109
129 C 3.06391 9.57652 -13.30631
130 O 3.23372 9.59524 -11.88598
131 O 3.66557 10.52428 -15.40626
132 H 4.93023 10.49931 -13.94878
133 H 3.51461 11.64098 -13.61109
134 H 3.36644 8.58320 -13.63777
135 H 1.99519 9.68028 -13.49386
136 H 2.69688 8.96606 -11.39859
137 H 4.52526 10.29357 -15.76587

Results of the Löwdin charge analysis, in e, for atoms 1 through 8: C -0.19; O -0.11; H 0.09; H 0.07; H 0.07; H 0.09; C -0.18; O -0.10

***

ORCA calculation (ωB97M-V/def2-TZVPD) on C2B3F18HgNO4S2 as an isolated structure.

The HOMO energy comes out at -5.65 eV. The value obtained for the molar mass is 741.149 g/mol. As for the net charge: -2. The value obtained for the total energy is -88563.62102 eV.

Element x y z (Å)
1 Hg -0.31206 0.82781 -0.85072
2 B 1.43006 3.25240 -0.56358
3 F 1.96286 4.49408 -0.90590
4 F 1.53952 3.06235 0.80828
5 F 0.06198 3.07531 -0.97698
6 F 2.13125 2.17986 -1.17737
7 B -2.87833 -0.95023 -0.74888
8 F -1.71110 -1.65486 -1.17107
9 F -3.53978 -1.73180 0.18162
10 F -2.41640 0.28312 -0.21697
11 F -3.70366 -0.69836 -1.84890
12 B -0.07640 0.38673 -3.75108
13 F 0.42688 1.53357 -4.36753
14 F 0.79650 0.01039 -2.70284
15 F -1.27059 0.63469 -3.07650
16 F -0.24431 -0.70914 -4.61028
17 C -1.41705 -0.75152 3.07645
18 F -1.06396 -1.99956 2.83519
19 F -2.63940 -0.48265 2.67398
20 F -1.36394 -0.60659 4.40687
21 S -0.20747 0.48892 2.30971
22 O -0.94269 1.60140 1.76407
23 O 0.69722 0.86776 3.36071
24 N 0.37277 -0.33669 0.94421
25 S 1.79217 -0.91006 1.39451
26 O 2.83625 0.01264 1.07010
27 O 1.78063 -1.61269 2.66220
28 C 1.97236 -2.31526 0.13183
29 F 2.83211 -3.25650 0.52688
30 F 0.79482 -2.88602 -0.13463
31 F 2.35975 -1.80909 -1.04339

Results of the Löwdin charge analysis, in e, for atoms 1 through 8: Hg 1.41; B -1.24; F 0.12; F 0.12; F 0.03; F 0.08; B -1.26; F 0.07

***

ORCA calculation (ωB97M-V/def2-TZVPD) on C2B4CaF22O6S2 as an isolated structure.

The HOMO energy comes out at 1.71 eV. The value obtained for the molar mass is 685.432 g/mol. As for the net charge: -4. The value obtained for the total energy is -116985.22970 eV.

Element x y z (Å)
1 Ca -0.41199 1.01442 0.27196
2 B 1.34074 -0.69777 -2.55148
3 F 0.48791 -1.73950 -2.77004
4 F 2.64816 -1.20208 -2.28386
5 F 1.30949 0.18961 -3.65004
6 F 0.80462 0.04297 -1.44227
7 B -1.64659 2.15205 2.49349
8 F -1.87330 0.81552 2.11607
9 F -2.87675 2.62097 3.04957
10 F -0.64227 2.18264 3.46261
11 F -1.34289 2.94325 1.41337
12 B 1.75611 2.83619 0.14409
13 F 1.44408 4.11333 0.68701
14 F 1.55477 1.90718 1.20937
15 F 0.93797 2.61034 -0.97077
16 F 3.09577 2.77247 -0.27742
17 B -2.26297 1.61777 -2.02697
18 F -1.65664 0.40385 -2.29186
19 F -1.44781 2.66260 -2.50814
20 F -3.54012 1.66444 -2.61816
21 F -2.35366 1.63401 -0.61030
22 C -3.13561 -2.66650 -0.90405
23 F -4.06301 -1.93991 -0.22446
24 F -3.61759 -3.92027 -1.03481
25 F -2.96244 -2.13625 -2.08748
26 S -1.57517 -2.61128 0.22935
27 O -1.13895 -1.18482 0.31929
28 O -2.00911 -3.24535 1.47950
29 O -0.63409 -3.41880 -0.55962
30 C 3.82372 -0.76591 1.58938
31 F 3.82213 0.17855 2.53115
32 F 4.21477 -0.21740 0.45104
33 F 4.67533 -1.75985 1.94735
34 S 2.09332 -1.57798 1.41116
35 O 2.22292 -2.38413 0.22667
36 O 1.82735 -2.43488 2.55649
37 O 1.13178 -0.45947 1.22279

Results of the Löwdin charge analysis, in e, for atoms 1 through 8: Ca 1.61; B -1.25; F 0.14; F 0.06; F 0.07; F 0.00; B -1.30; F 0.06

***

ORCA calculation (ωB97M-V/def2-TZVPD) on C2Br2ClO2 as an isolated structure.

The HOMO energy comes out at -3.37 eV. The value obtained for the molar mass is 251.281 g/mol. Its energy above the lowest of the compared OMol25 structures with the same formula, charge and spin is 0.409 eV. As for the net charge: -1. The value obtained for the total energy is -158777.28342 eV.

Element x y z (Å)
1 C -2.26923 -0.24509 0.62363
2 C 1.84021 0.21751 -1.02667
3 O -2.42282 0.76770 1.07650
4 O -2.31868 -1.34583 0.21067
5 Cl 3.44192 0.79372 -0.29478
6 Br 0.27677 1.39116 -0.39601
7 Br 1.45183 -1.57918 -0.19335

Want to see where the charge sits? The Löwdin charges in e are: C -0.54; C -1.46; O 0.17; O 0.14; Cl 0.17; Br 0.30; Br 0.23

***

ORCA calculation (ωB97M-V/def2-TZVPD) on C2Br4O as an isolated structure.

The HOMO energy (alpha / beta) comes out at -8.22 / -10.44 eV. The value obtained for the molar mass is 359.637 g/mol. Its energy above the lowest of the compared OMol25 structures with the same formula, charge and spin is 0.221 eV. As for the expectation value of S²: 2.01. The spin multiplicity is 3. The value obtained for the total energy is -284287.58323 eV.

Element x y z (Å)
1 C 1.66022 -0.41374 0.25637
2 C -1.29075 0.01789 -0.06162
3 O 2.17591 -1.43877 0.23882
4 Br 2.25713 1.36831 0.03160
5 Br -0.93612 1.54079 -1.19095
6 Br -1.97572 -1.47038 -0.95805
7 Br -1.89067 0.39590 1.68382

Want to see where the charge sits? The Löwdin charges in e are: C -0.69; C -1.74; O 0.05; Br 0.63; Br 0.53; Br 0.61; Br 0.60

***

ORCA calculation (ωB97M-V/def2-TZVPD) on a 2-piece molecular cluster, C2BrF3I2 overall.

The HOMO energy (alpha / beta) comes out at -10.17 / -9.08 eV. The value obtained for the molar mass is 414.728 g/mol. Its energy above the lowest of the compared OMol25 structures with the same formula, charge and spin is 2.133 eV. The value obtained for the total energy is -96467.42405 eV.

Element x y z (Å)
1 C 0.02963 -0.34636 -0.82700
2 C 0.43846 0.60570 0.17107
3 F -1.17430 -0.08844 -1.35022
4 F 0.93095 -0.38763 -1.88573
5 F 1.55355 0.34346 0.80848
6 Br -0.03590 2.38554 0.12772
7 I 0.00280 -2.34477 -0.04160
8 I -1.74520 -0.16751 2.99729

Want to see where the charge sits? The Löwdin charges in e are: C -1.00; C -0.87; F 0.01; F -0.02; F 0.00; Br 0.85; I 0.93; I 0.09

***

ORCA calculation (ωB97M-V/def2-TZVPD) on C2BrI3 as an isolated structure.

The HOMO energy comes out at -8.95 eV. The value obtained for the molar mass is 484.638 g/mol. Its energy above the lowest of the compared OMol25 structures with the same formula, charge and spin is 5.501 eV. The value obtained for the total energy is -96411.57068 eV.

Element x y z (Å)
1 C 0.44276 -1.00495 -1.34623
2 C -0.42174 0.85768 1.39601
3 Br 1.91359 -1.28966 -0.24641
4 I 0.81903 0.19693 -2.95567
5 I -0.71147 2.50687 0.11058
6 I -2.14702 -0.36359 1.49084

Want to see where the charge sits? The Löwdin charges in e are: C -1.21; C -1.16; Br 0.52; I 0.68; I 0.57; I 0.60

***

ORCA calculation (ωB97M-V/def2-TZVPD) on C2BrO2S as an isolated structure.

The HOMO energy (alpha / beta) comes out at -1.69 / -3.88 eV. The value obtained for the molar mass is 167.991 g/mol. Its energy above the lowest of the compared OMol25 structures with the same formula, charge and spin is 0.000 eV. As for the expectation value of S²: 2.02. As for the net charge: -1. The spin multiplicity is 3. The value obtained for the total energy is -87042.89151 eV.

Element x y z (Å)
1 C -0.34001 1.42764 -0.10978
2 C -0.22513 -1.65336 -0.45563
3 O -0.78203 1.67547 0.92028
4 O 2.04854 -0.19674 -0.50140
5 S 0.75358 -0.53160 0.22028
6 Br -1.85078 -1.96104 0.57610

Want to see where the charge sits? The Löwdin charges in e are: C -0.24; C -0.91; O -0.10; O -0.65; S 0.53; Br 0.38

***

Question: The lowest molar mass belongs to which entry?
Answer: C2BrO2S

***

Question: Look up the molar mass of the sixth one.
Answer: 414.728 g/mol

***

Question: What is the formula in the third record?
Answer: C2B4CaF22O6S2

***

Question: Look up the molar mass of the eighth one.
Answer: 167.991 g/mol